ORCA calculation (wB97M-V/def2-TZVPD) on the ion C5H10ClN5O with charge +2 in a non-equilibrium geometry.

Calculated values
E_LUMO ... -0.28906 Eh
Energy relative to the best compared isomer or geometry (same formula, charge and spin) ... 2.151 eV
HOMO level ... -0.675 Ha
Total charge ... +2

```
22
C5H10ClN5O | the OMol25 dataset | wB97M-V/def2-TZVPD
H -2.666 1.795 -1.387
N -2.097 1.130 -0.787
C -2.917 0.364 -0.230
Cl -4.635 0.222 -0.267
C -2.266 -0.498 0.975
N -1.596 -1.885 0.735
C -0.402 -1.745 0.079
N 0.353 -2.734 -0.379
N 0.209 -0.516 -0.147
C -0.206 0.590 0.587
N 0.491 1.663 0.682
C 1.778 1.941 -0.087
O -1.241 0.396 1.418
H -3.170 -0.520 1.616
H -2.046 -2.785 0.730
H 0.025 -3.714 -0.502
H 1.270 -2.619 -0.829
H 0.849 -0.480 -0.854
H 0.079 2.453 1.360
H 1.804 1.929 -1.162
H 2.662 1.245 -0.001
H 2.089 2.913 0.143
```

Atom charges from the natural (NBO) analysis, given in e for atoms 1 to 5:
1. H 0.42
2. N -0.64
3. C 0.22
4. Cl 0.13
5. C 0.18

---

ORCA calculation (wB97M-V/def2-TZVPD) on a cluster of 2 separate species, C3H9FN in total in a non-equilibrium geometry.

Calculated values
E_LUMO ... -0.13275 Eh
Energy relative to the best compared isomer or geometry (same formula, charge and spin) ... 2.453 eV
HOMO level ... -0.530 Ha
Total charge ... +1

```
14
C3H9FN | the OMol25 dataset | wB97M-V/def2-TZVPD
C 1.292 -0.952 -0.412
C -0.150 0.899 0.611
C -2.023 -0.164 -0.034
N 1.036 0.592 -0.174
F -1.544 -1.401 -0.311
H 0.409 -1.480 -0.757
H 2.209 -1.003 -1.089
H 1.416 -1.317 0.590
H -0.475 1.941 0.521
H -0.039 0.726 1.651
H -2.312 0.420 -0.774
H -2.509 -0.243 0.874
H 1.743 0.966 0.350
H 0.947 1.016 -1.047
```

Atom charges from the natural (NBO) analysis, given in e for atoms 1 to 5:
1. C -0.41
2. C -0.36
3. C 0.22
4. N -0.50
5. F -0.33

---

ORCA calculation (wB97M-V/def2-TZVPD) on a structure of composition C15H36MgN2O8S5 in a non-equilibrium geometry.

Calculated values
E_LUMO ... -0.05008 Eh
HOMO level ... -0.234 Ha

```
67
C15H36MgN2O8S5 | the OMol25 dataset | wB97M-V/def2-TZVPD
Mg 2.615 1.515 -0.236
C 1.643 -1.075 -1.126
O 0.847 -0.141 -1.131
O 2.202 -1.052 -0.045
O 2.588 -0.588 -1.789
C 1.871 -3.846 5.147
C 1.483 -2.715 6.018
N 1.201 -1.843 6.765
H 1.897 -3.444 4.134
H 1.231 -4.722 5.249
H 2.858 -4.198 5.448
C 1.369 -0.636 -6.454
C 2.560 -0.909 -7.299
N 3.501 -1.136 -7.946
H 1.109 -1.542 -5.906
H 0.565 -0.380 -7.144
H 1.572 0.220 -5.810
C 0.776 6.913 -1.797
S 0.616 5.288 -2.642
O 1.587 4.388 -1.870
C -1.058 4.754 -2.010
H 0.416 6.863 -0.769
H 0.173 7.681 -2.281
H 1.834 7.173 -1.824
H -1.178 4.504 -0.956
H -1.188 3.789 -2.501
H -1.831 5.459 -2.318
C 7.195 -0.212 1.233
S 6.461 1.231 2.158
O 5.424 1.721 1.164
C 5.613 0.296 3.520
H 7.805 0.133 0.398
H 6.486 -0.890 0.758
H 7.815 -0.789 1.920
H 5.264 1.014 4.262
H 6.211 -0.447 4.048
H 4.773 -0.209 3.044
C -5.674 -0.057 -2.588
S -5.615 -0.587 -4.379
O -5.743 0.668 -5.251
C -3.886 -1.208 -4.486
H -4.773 0.486 -2.304
H -5.737 -0.960 -1.981
H -6.528 0.607 -2.448
H -3.572 -1.449 -5.501
H -3.722 -2.046 -3.809
H -3.249 -0.431 -4.063
C -2.447 -4.783 0.646
S -3.013 -6.078 1.901
O -3.459 -5.377 3.199
C -4.604 -6.638 1.039
H -1.428 -4.467 0.869
H -2.999 -3.864 0.840
H -2.579 -5.093 -0.391
H -5.038 -7.453 1.619
H -4.358 -7.018 0.047
H -5.272 -5.782 0.939
C -1.535 1.583 3.228
S -0.037 2.648 3.653
O 0.718 2.859 2.360
C -0.979 4.252 3.988
H -1.211 0.569 2.995
H -1.910 1.957 2.276
H -2.198 1.617 4.093
H -0.293 5.097 4.033
H -1.546 4.276 4.919
H -1.622 4.505 3.145
```

Atom charges from the natural (NBO) analysis, given in e for atoms 1 to 5:
1. Mg 1.14
2. C 0.78
3. O -0.73
4. O -0.59
5. O -0.61